This record from the Open Molecules 2025 dataset describes C34H38CaClN7O5SSeSi as an isolated structure. The level of theory is ωB97M-V/def2-TZVPD.

Energy above the lowest of the compared OMol25 structures with the same formula, charge and spin ... 113.8 kJ/mol
E_LUMO ... 0.0093 Ha
Frontier orbital gap ... 0.27469 Ha
E ... -171571.2060 eV

Last column: Mulliken charge in e.
Element x y z (Å)
1 Ca -0.133 -0.499 0.048  1.700
2 Cl -4.666 -3.756 -4.804  -0.253
3 C -3.527 -3.337 -3.548  0.004
4 C -3.433 -4.143 -2.404  -0.472
5 C -2.549 -3.847 -1.404  -0.730
6 C -1.690 -2.713 -1.471  0.388
7 O -0.857 -2.473 -0.527  -0.795
8 C -1.799 -1.909 -2.652  0.920
9 C -0.975 -0.759 -2.948  -0.144
10 O -0.076 -0.279 -2.257  -0.245
11 C -2.723 -2.241 -3.667  -0.953
12 H -4.077 -5.010 -2.320  0.393
13 H -2.486 -4.467 -0.519  0.406
14 H -1.174 -0.283 -3.924  0.225
15 H -2.787 -1.617 -4.551  0.401
16 C 0.160 -2.869 5.461  -0.840
17 N 0.784 -1.620 5.063  0.199
18 C 1.692 -0.911 5.822  -0.531
19 C 2.049 0.164 5.107  -0.525
20 N 1.356 0.118 3.894  0.341
21 C 0.572 -1.025 3.864  0.141
22 S -0.453 -1.681 2.707  -0.265
23 C 1.476 1.173 2.936  0.369
24 C 1.938 2.424 3.351  -0.760
25 C 2.103 3.400 2.390  -0.786
26 C 1.793 3.126 1.064  -0.703
27 C 1.301 1.872 0.773  0.010
28 N 1.153 0.911 1.692  0.303
29 H 0.412 -3.047 6.503  0.306
30 H 0.524 -3.687 4.840  0.311
31 H -0.918 -2.796 5.342  0.334
32 H 2.006 -1.246 6.793  0.430
33 H 2.761 0.933 5.329  0.406
34 H 2.132 2.643 4.388  0.452
35 H 2.456 4.379 2.686  0.435
36 H 1.887 3.862 0.278  0.504
37 H 0.983 1.665 -0.251  0.178
38 O 5.618 2.036 -4.415  -0.497
39 C 5.010 0.820 -4.858  -0.623
40 N 4.305 0.217 -3.775  0.037
41 C 4.843 -0.839 -3.099  0.530
42 O 5.927 -1.317 -3.375  -0.682
43 C 4.026 -1.424 -1.981  0.350
44 C 4.272 -2.726 -1.564  -0.422
45 C 3.508 -3.254 -0.541  -0.813
46 C 2.517 -2.472 0.039  -0.370
47 N 2.292 -1.215 -0.341  0.231
48 C 3.035 -0.712 -1.326  -0.110
49 H 6.223 2.329 -5.104  0.276
50 H 5.773 0.114 -5.181  0.430
51 H 4.311 1.027 -5.671  0.354
52 H 3.441 0.649 -3.470  -0.031
53 H 5.053 -3.296 -2.049  0.492
54 H 3.657 -4.268 -0.197  0.435
55 H 1.881 -2.857 0.828  0.378
56 H 2.803 0.313 -1.602  -0.060
57 C 3.994 4.049 -2.236  -0.892
58 N 2.780 4.786 -2.548  0.413
59 C 1.613 4.209 -2.918  -0.579
60 Se 1.227 2.412 -3.061  -0.312
61 N 0.725 5.214 -3.117  0.107
62 C 1.316 6.443 -2.878  0.488
63 C 0.829 7.738 -2.944  -0.852
64 C 1.718 8.757 -2.640  -0.467
65 C 3.043 8.487 -2.288  -0.639
66 C 3.527 7.189 -2.223  -0.810
67 C 2.635 6.171 -2.521  0.986
68 H 3.741 3.210 -1.590  0.194
69 H 4.675 4.718 -1.715  0.298
70 H 4.461 3.664 -3.139  0.338
71 H -0.232 5.025 -3.362  0.259
72 H -0.196 7.946 -3.217  0.411
73 H 1.379 9.783 -2.680  0.386
74 H 3.707 9.310 -2.063  0.384
75 H 4.555 6.992 -1.955  0.362
76 C -4.512 1.003 0.499  -1.101
77 Si -2.946 1.877 -0.025  0.264
78 C -3.097 2.267 -1.858  -0.832
79 C -2.864 3.513 0.890  -1.072
80 O -1.633 0.984 0.256  -0.825
81 H -5.409 1.566 0.229  0.335
82 H -4.529 0.833 1.579  0.280
83 H -4.572 0.024 0.015  0.244
84 H -3.834 3.052 -2.051  0.415
85 H -3.408 1.383 -2.422  0.211
86 H -2.129 2.584 -2.256  0.085
87 H -3.722 4.156 0.678  0.361
88 H -1.956 4.055 0.608  0.211
89 H -2.825 3.345 1.970  0.285